This record from the OMol25 dataset describes an isolated molecule of C3H4ClNOS in a non-equilibrium geometry. The level of theory is the ωB97M-V functional and the def2-TZVPD basis.

* relative energy (zero: lowest compared OMol25 entry of this formula, charge and spin): 60.1 kcal/mol
* LUMO energy: -0.008 hartree
* net charge: 0
* DFT total energy: -1104.9884 a.u.
* Kohn-Sham gap: 7.75 eV

Last column: natural (NBO) charge in e.
Positions of all 11 atoms, in Å:
1 C -0.7429 1.0307 -0.0023  0.573
2 C 1.2859 -0.3347 0.2681  -0.217
3 C -1.3417 -0.2502 0.0781  -0.538
4 N 0.7382 0.9410 -0.0556  -0.698
5 O -1.2260 2.1577 -0.0549  -0.630
6 S -0.1349 -1.5978 -0.0308  0.597
7 Cl -3.0492 -0.6880 -0.0456  0.012
8 H 1.4506 -0.6268 1.2608  0.201
9 H 1.9791 -0.7090 -0.4733  0.210
10 H 0.9381 1.8248 0.3473  0.421
11 H 0.1029 -1.7476 -1.2915  0.069